# 1
Density functional theory data (ωB97M-V/def2-TZVPD) for a molecular structure, C9H21N3O3Rb in a non-equilibrium geometry.

Positions of all 37 atoms, in Å:
C 0.02539 3.39340 -0.78265
H -4.87715 0.08791 3.89180
C -4.11453 -1.36482 0.47109
H -5.06841 -1.73530 0.09564
C 4.51119 -1.63198 1.83013
H 5.31451 -2.30449 2.13098
H 1.89403 0.63931 -3.70447
C 1.03102 1.29893 -3.79512
C 2.46566 -2.54924 -1.32483
H -3.37479 -2.08462 0.82149
O -2.24572 0.34299 1.99238
C -4.14932 0.78632 3.47879
N -4.34151 -0.42958 1.48828
O -0.21148 0.89022 -1.73593
H 1.36095 3.57207 -2.35065
H 2.80797 -3.48957 -1.75691
H -3.75246 -0.83984 -0.41289
H -4.61268 1.64165 2.98705
H 1.37714 -2.59721 -1.29428
H 1.23324 2.15494 -4.43890
N 0.66009 2.93529 -1.99935
H -0.09213 4.47181 -0.88894
H 3.83491 -1.54486 2.68053
N 4.16135 -1.95442 0.42093
H 0.70049 3.18273 0.04679
H 0.37602 0.62188 -4.34345
H -3.30919 1.09160 4.10254
H -0.94536 2.94580 -0.56954
H -5.30514 -0.25297 1.73387
C 2.91111 -2.44711 0.15381
Rb 0.40918 -0.29733 0.79621
H 4.63608 -1.34054 -0.22551
H 2.66368 -1.72929 -2.01517
C -3.48069 0.16780 2.26325
O 2.05686 -2.67133 1.02996
C 0.40249 1.73292 -2.46832
H 5.04720 -0.69308 1.69137

Forces on atoms 1 to 6 (eV/Å):
C 0.3 0.5 0.4
H 0.2 0.4 0.3
C 0.6 0.2 -1.9
H 0.2 -0.7 0.6
C 2.3 0.4 -0.8
H -0.2 -0.3 0.2

The net charge is +1. Its energy above the lowest of the compared OMol25 structures with the same formula, charge and spin is 1.702 eV. The HOMO-LUMO gap comes out at 9.8 eV. The multiplicity is 1.

---

# 2
Density functional theory data (ωB97M-V/def2-TZVPD) for a molecular structure, C36H51AuBN6Si in a non-equilibrium geometry.

Positions of all 96 atoms, in Å:
C -1.29643 -3.12606 1.60195
C -0.26191 -1.46140 -4.22813
H -1.86742 -3.78648 2.21907
C -2.07638 -1.14383 3.82108
C -0.29779 -3.49018 0.71703
H 5.95175 4.99692 -1.62849
H 1.87514 4.72371 -0.40250
C -0.91776 -0.59605 -3.34614
H -2.99788 1.12203 2.63294
H -1.27318 6.24680 -3.49127
C 3.76213 0.42935 3.39829
H 0.97448 1.75057 -3.07948
C -2.66879 0.94022 -2.44860
H -2.74551 5.09809 0.35160
Si 0.93780 2.25248 -1.68766
C -2.08623 0.27832 -3.69604
H 0.04796 -5.10266 -0.62832
C -0.38238 4.51365 -2.62646
C 0.19627 -4.85542 0.42168
H -1.93693 1.57924 -1.96243
H 1.38353 -4.13683 -3.43847
B 1.26696 -2.25278 -0.93035
C -1.21040 3.85302 -0.47397
H 5.33533 -0.83420 0.97325
C 4.95331 3.17648 -2.13518
H -4.51608 -0.86977 2.61860
H 3.69830 1.48764 -2.51909
C 2.74144 4.29104 -0.88430
H -4.02038 -1.15104 0.95241
H -1.19771 3.17529 0.37119
H 2.24640 2.60933 3.06845
C 3.30680 0.04992 1.03983
H 3.99054 5.98917 -0.51851
H 3.89988 1.16011 4.19025
H 4.36620 2.60756 0.78263
H -0.48087 -1.61269 -5.26423
H -2.82359 6.59907 -1.59978
H -1.02976 2.10015 -4.28527
H -2.80897 -0.62609 4.43343
H 2.63704 -2.92872 -3.73062
C -2.36725 -0.90753 2.33226
C 5.02947 4.44269 -1.57533
H -2.55187 1.82582 -5.11928
H -1.27944 0.97151 2.29082
C -2.26373 0.58642 2.03596
N 0.59803 -1.67895 -2.20421
C 3.76745 2.47071 -2.07546
H -0.34901 -5.57255 1.02971
C 0.67823 -2.13587 -3.47198
H -3.89967 -2.44409 2.13991
H 3.88350 -3.83618 -0.50496
H 4.68569 2.83068 2.50106
H 1.25782 -4.94138 0.64693
C 4.31671 -0.83682 0.64632
N 2.41564 -1.40675 -0.32595
C 3.71726 -1.74689 -0.20373
C 3.43184 1.13252 2.07233
H -2.11505 -2.19986 4.06845
N 2.18082 -0.32386 0.44187
H 5.81179 2.75734 -2.63373
H -1.12915 0.87999 -5.55612
H -2.46786 0.79106 0.98720
H 0.29023 4.35342 -3.45600
H 4.67516 -0.15277 3.30536
H -1.08887 -0.77060 4.08100
C -1.40377 -1.73596 1.53232
H 1.91013 2.49703 1.33766
H 5.40413 -2.94374 -0.63342
N 0.16320 -2.36490 0.14406
C 4.57445 2.08977 1.71445
H -4.08249 -0.06232 -4.45395
H 1.29528 1.26033 2.43867
C -3.16160 -0.62466 -4.32600
H -2.98911 0.17860 -1.74259
C -2.11405 5.78542 -1.57228
H 2.94869 -0.23632 3.67510
C -1.25760 5.58228 -2.64035
C -2.08190 4.92960 -0.48434
C 2.64430 3.02942 -1.46973
Au 0.12802 0.49208 -0.23100
C -1.66573 1.33736 -4.72754
H 1.47937 -3.32800 -5.00877
C -3.78865 -1.37547 1.99040
N -0.38840 -0.76088 -2.13801
N -0.50590 -1.31810 0.64371
H -3.35661 -1.47415 -3.67394
H 4.21986 -2.87093 -1.94310
H -2.84597 -0.99064 -5.29933
H -3.52840 1.54521 -2.72234
C 3.92650 5.00013 -0.94806
C 4.34278 -2.91691 -0.86362
H 5.51855 1.56190 1.61194
C -0.35385 3.64026 -1.54638
C 1.60271 -3.19382 -3.93691
H 1.68233 -3.32853 -1.16569
C 2.13329 1.92296 2.23353

Forces on atoms 1 to 6 (eV/Å):
C 0.2 -0.2 -0.1
C 0.0 0.0 0.5
H -0.1 -0.2 0.1
C 0.0 0.1 -0.2
C -0.5 0.0 0.4
H 0.1 0.1 0.0

The net charge is +1. The HOMO-LUMO gap comes out at 6.3 eV. The multiplicity is 1.

---

# 3
Density functional theory data (ωB97M-V/def2-TZVPD) for 3 unconnected molecules or ions with the total composition C16H37BF3IO8PS in a non-equilibrium geometry.

Positions of all 68 atoms, in Å:
O -3.70609 1.55915 3.86506
H -0.91371 0.79839 -0.61300
H 1.02293 6.82298 3.87177
C 3.21931 -2.43319 -5.47282
F 2.83174 -1.74191 -6.56522
H -0.99719 -0.10446 -4.61404
H 3.22605 -3.45586 -1.30218
C -1.20899 -0.29019 -3.55270
H 3.11467 -3.89600 -2.98415
B 0.26228 -0.63818 -0.12178
O -1.03158 -0.10745 -0.28445
H 1.21848 -0.47244 -2.41481
H 3.08489 -6.07703 -1.18752
H 1.95155 -0.33959 0.73815
C -5.06800 -1.35750 3.47161
H 2.71977 4.54496 1.07406
H 2.18249 5.30422 -0.43569
C -1.08721 -1.79113 -3.24720
H 0.57871 -1.92743 -4.48114
P 1.70978 -1.82850 -2.31020
O -3.65303 -1.36599 3.50474
H -0.45257 5.06063 2.99972
C 0.31936 -2.39167 -3.50247
H 2.26001 3.53485 -0.32619
F 4.50238 -2.75430 -5.70959
H -2.10530 1.47498 2.61247
O 1.57915 4.88581 3.41442
H -3.09280 1.89176 5.80965
H 1.36099 -2.47573 0.04329
C 0.43857 3.55894 1.72557
H -3.77716 -0.16957 1.80397
O 2.80347 0.04210 -4.44957
C -3.07571 -0.42383 2.60349
H 1.21142 2.78713 1.77204
C -2.61027 0.82144 3.32909
F 2.52080 -3.56630 -5.47193
H 2.66936 6.59623 3.24471
H 1.30386 -6.51838 -0.70463
C 1.57849 -4.70317 -1.67504
H 0.07156 3.58686 3.82903
I -2.34909 -2.74247 -4.81260
O 1.14933 0.17468 0.56603
H -1.57140 -2.12143 -2.32702
C 2.03548 4.45176 0.22733
S 3.12238 -1.30865 -3.98956
H -0.55491 0.35296 -2.95160
O 4.47303 -1.25710 -3.42970
H 0.27467 -3.46763 -3.71384
H 2.75522 -1.29998 -1.43892
C 0.33534 4.30181 3.04297
C 2.49807 -3.57089 -2.12695
O 0.67863 4.44909 0.64307
H -1.89329 0.56610 4.11578
C -3.87257 1.35682 5.25564
H -2.20828 -0.90603 2.14679
C 1.63267 6.27443 3.14488
H -5.42782 -1.92887 4.32784
H 0.50275 -4.60756 -1.84589
H -4.84328 1.76241 5.54161
H -5.42578 -1.83712 2.55420
H -0.51679 3.06409 1.52628
H -5.47011 -0.34304 3.53508
H 1.29175 6.50481 2.13263
C 0.66576 -2.04585 -0.71144
H -2.24298 0.00709 -3.30674
H -0.17839 -2.74595 -0.76862
C 2.02272 -5.82067 -1.14240
H -3.84556 0.29657 5.51858

Forces on atoms 1 to 6 (eV/Å):
O 0.0 -0.2 0.2
H -0.3 -0.1 0.5
H 0.0 0.1 -0.1
C 1.0 0.3 -2.1
F -0.3 0.0 0.2
H -0.1 0.0 0.3

The net charge is -1. The HOMO-LUMO gap comes out at 7.5 eV. The multiplicity is 1.

---

# 4
Density functional theory data (ωB97M-V/def2-TZVPD) for a single C2H4S2 molecule in a non-equilibrium geometry.

Positions of all 8 atoms, in Å:
H -0.73884 0.97051 0.68089
S 1.53042 1.24387 -0.65109
H 0.43104 -1.10591 -1.29398
H -1.66214 0.01608 -0.44181
H -1.07446 -0.52667 1.29719
C -0.83503 0.00131 0.36938
S 1.93991 -0.39561 0.43326
C 0.40911 -0.20357 -0.39384

Forces on atoms 1 to 6 (eV/Å):
H -0.2 2.8 1.0
S -1.0 0.2 -1.0
H -0.4 3.1 2.3
H 0.8 -0.3 1.8
H 0.2 -0.8 -0.7
C -2.1 -0.7 -2.0

The net charge is 0. The SMILES is CC1SS1. Its energy above the lowest of the compared OMol25 structures with the same formula, charge and spin is 1.163 eV. The HOMO-LUMO gap comes out at 8.5 eV. The multiplicity is 1.

---

# 5
Density functional theory data (ωB97M-V/def2-TZVPD) for 2 unconnected molecules or ions with the total composition C3H11NO2 in a non-equilibrium geometry.

Positions of all 17 atoms, in Å:
H -1.90370 -0.44043 2.58088
O 2.54873 -0.03572 1.68868
H 0.38074 -0.93288 0.19792
H -1.26527 1.09827 -1.00769
H 1.80278 -0.01319 1.05960
C 0.03543 -0.00455 -2.38646
H 0.95199 0.57231 -2.33987
N 0.03531 0.03759 0.15585
H -0.69909 0.10718 -3.20694
H -1.20646 1.24216 1.26414
C -0.71022 0.19949 -1.03925
H -1.55501 -0.57076 -1.05579
H 3.37958 -0.26021 1.20734
H 0.15611 0.33308 2.18158
O -1.65638 -0.64675 1.70627
C -0.61164 0.33693 1.44832
H 0.31709 -1.02254 -2.45457

Forces on atoms 1 to 6 (eV/Å):
H -0.9 0.0 1.7
O 0.8 -0.3 -0.2
H -0.3 0.5 0.0
H -0.2 1.4 0.0
H 0.8 0.2 -0.2
C -0.9 0.4 1.5

The net charge is 0. The SMILES is CCNCO.O. Its energy above the lowest of the compared OMol25 structures with the same formula, charge and spin is 0.912 eV. The HOMO-LUMO gap comes out at 10.3 eV. The multiplicity is 1.

---

# 6
Density functional theory data (ωB97M-V/def2-TZVPD) for 4 unconnected molecules or ions with the total composition C3H14O3S in a non-equilibrium geometry.

Positions of all 21 atoms, in Å:
H 2.06519 1.32602 -1.85415
H 1.65910 1.01314 -3.53876
H 0.32978 -0.20165 3.12261
C -0.55751 0.06977 -2.21734
S -1.71850 -1.17108 -1.73870
C 0.85651 -0.48473 -2.28832
C 1.96984 0.53661 -2.59703
H -2.43772 -0.47603 -0.90527
O 1.25484 2.35699 2.93518
H -2.92314 -0.40706 2.92831
O -3.16667 -1.32412 2.92796
H 0.51864 2.03783 3.45166
H 1.52724 1.58234 2.44172
H -0.43729 0.90703 -1.52449
H 0.20506 -1.65433 2.75797
O -0.13919 -0.78030 2.55504
H 2.92200 0.06846 -2.79864
H -0.86676 0.45755 -3.18928
H -3.13130 -1.63251 3.84530
H 1.11117 -0.91823 -1.31249
H 0.95871 -1.30571 -3.00128

Forces on atoms 1 to 6 (eV/Å):
H 0.0 -0.1 0.2
H 0.3 0.2 0.1
H 0.7 0.8 0.9
C 1.4 1.1 -0.5
S -0.1 -1.3 -0.1
C 1.3 -0.6 0.6

The net charge is 0. The SMILES is CCCS.O.O.O. Its energy above the lowest of the compared OMol25 structures with the same formula, charge and spin is 0.993 eV. The HOMO-LUMO gap comes out at 9.0 eV. The multiplicity is 1.

---

Quick rundown of energy, same order as above: -20937.9663, -59343.5468, -70624.0948, -23807.7154, -8873.5772, -20315.2420 eV
Quick rundown of HOMO, same order as above: -12.48, -11.51, -5.13, -8.17, -9.37, -8.79 eV